# 1
The following is a quantum chemistry calculation of a 5-piece molecular cluster, C47H62BCl2F4IN4O8P overall at a distorted geometry, from the Open Molecules 2025 dataset.

Geometry as XYZ:
```
130
C47H62BCl2F4IN4O8P | the Open Molecules 2025 dataset | ωB97M-V/def2-TZVPD
C 5.52 3.04 3.67
C 5.84 1.72 2.80
C 4.49 0.85 2.74
C 3.40 1.68 1.91
C 2.34 0.83 1.06
C 2.83 0.23 -0.31
C 4.50 0.44 -0.54
C 5.42 -0.92 -0.17
O 5.09 -0.35 -1.65
C 1.75 -0.27 2.11
C 2.52 -1.67 2.05
O 2.74 -2.30 3.33
N 4.00 -2.07 3.83
O 3.84 -1.58 4.91
N 0.29 -0.58 2.03
B -0.32 -0.93 3.37
O -0.22 -0.14 4.54
O -1.12 -2.14 3.50
C -0.30 -3.34 3.45
C -0.49 0.51 1.40
N -1.55 0.26 0.64
C -2.23 1.40 -0.05
C -2.56 1.10 -1.61
C -2.00 2.33 -2.51
Cl -2.50 2.15 -4.27
C -2.09 -1.10 0.41
C -1.11 -2.16 -0.26
C -0.04 -1.58 -1.30
C -0.40 -2.22 -2.73
O 0.21 -3.24 -3.09
O -1.37 -1.69 -3.59
N 0.13 1.78 1.65
C -0.53 2.90 2.25
C -1.45 2.58 3.55
C -2.18 3.96 3.94
I -1.82 4.38 6.07
C 1.18 1.91 0.63
P 1.77 3.63 0.18
O 2.77 3.36 -1.20
Cl 0.13 4.73 -0.60
H 4.45 2.97 4.10
H 6.21 3.12 4.56
H 5.64 3.99 3.06
H 6.69 1.17 3.30
H 6.14 2.08 1.75
H 4.77 -0.16 2.32
H 4.11 0.77 3.82
H 3.98 2.46 1.34
H 2.78 2.26 2.68
H 2.65 -0.87 -0.50
H 2.48 0.78 -1.26
H 4.96 1.50 -0.29
H 6.08 -0.19 0.48
H 6.34 -1.32 -0.69
H 1.92 0.13 3.18
H 1.83 -2.38 1.46
H 3.50 -1.66 1.48
H -0.71 -0.59 5.27
H 0.20 -3.51 2.44
H 0.47 -3.27 4.29
H -1.01 -4.22 3.63
H -1.58 2.35 -0.11
H -3.20 1.65 0.52
H -2.03 0.18 -2.00
H -3.68 1.01 -1.76
H -2.32 3.33 -2.09
H -0.86 2.26 -2.45
H -3.08 -1.12 -0.16
H -2.36 -1.52 1.45
H -1.77 -2.99 -0.71
H -0.53 -2.67 0.58
H 0.96 -2.07 -1.02
H 0.05 -0.45 -1.33
H -1.14 -2.01 -4.48
H -1.22 3.53 1.57
H 0.24 3.66 2.64
H -0.69 2.39 4.39
H -2.15 1.70 3.39
H -1.64 4.81 3.39
H -3.29 3.96 3.69
H 0.72 1.47 -0.33
H 3.53 3.98 -1.11
F -0.93 -1.63 7.26
C -0.26 -2.63 7.88
C -0.87 -3.87 8.02
C -0.19 -4.90 8.65
C 1.10 -4.67 9.14
C 1.70 -3.43 9.00
C 1.02 -2.40 8.36
H -1.87 -4.02 7.63
H -0.65 -5.87 8.76
H 1.63 -5.48 9.64
H 2.69 -3.25 9.39
H 1.47 -1.42 8.23
F -8.37 -1.44 -7.81
C -7.35 -0.79 -7.23
C -6.11 -1.41 -7.15
C -5.05 -0.74 -6.56
C -5.24 0.54 -6.04
C -6.49 1.15 -6.13
C -7.55 0.48 -6.73
H -5.99 -2.41 -7.55
H -4.08 -1.21 -6.50
H -4.42 1.07 -5.58
H -6.64 2.15 -5.73
H -8.53 0.94 -6.81
F -1.95 -8.29 -6.33
C -0.93 -7.65 -5.74
C 0.31 -8.27 -5.66
C 1.37 -7.61 -5.06
C 1.18 -6.33 -4.53
C -0.07 -5.72 -4.61
C -1.13 -6.38 -5.22
H 0.43 -9.27 -6.08
H 2.34 -8.08 -5.00
H 2.00 -5.82 -4.05
H -0.22 -4.73 -4.19
H -2.11 -5.92 -5.30
F -2.75 5.60 -2.83
C -1.97 6.35 -3.62
C -2.49 6.89 -4.78
C -1.68 7.68 -5.60
C -0.36 7.90 -5.24
C 0.16 7.35 -4.07
C -0.65 6.58 -3.25
H -3.53 6.70 -5.04
H -2.09 8.11 -6.51
H 0.28 8.51 -5.88
H 1.20 7.53 -3.80
H -0.27 6.15 -2.33
```

Results
LUMO energy ... -3.828 eV
Molecular weight ... 1126.6 g/mol
Charge ... +1

# 2
The following is a quantum chemistry calculation of C47H62BiN3O6SSiTe as an isolated structure at a distorted geometry, from the Open Molecules 2025 dataset.

Geometry as XYZ:
```
122
C47H62BiN3O6SSiTe | the Open Molecules 2025 dataset | ωB97M-V/def2-TZVPD
Bi -0.34 -0.87 0.16
C -4.55 -2.57 -0.09
C -3.09 -2.59 0.31
O -2.26 -2.15 -0.54
C -2.81 -3.13 1.55
C -1.53 -3.40 2.07
C -1.41 -4.31 3.27
N -0.46 -2.95 1.49
N 0.77 -3.32 1.85
C 1.75 -3.10 1.01
O 1.66 -2.49 -0.09
C 3.03 -3.67 1.49
C 4.12 -3.78 0.63
C 5.29 -4.37 1.07
C 5.38 -4.85 2.37
C 4.31 -4.71 3.24
C 3.14 -4.12 2.80
H -4.64 -2.63 -1.18
H -4.96 -1.62 0.25
H -5.11 -3.38 0.36
H -3.65 -3.47 2.14
H -2.38 -4.64 3.60
H -0.91 -3.78 4.09
H -0.79 -5.16 3.01
H 4.03 -3.41 -0.38
H 6.14 -4.46 0.40
H 6.29 -5.33 2.71
H 4.39 -5.06 4.25
H 2.30 -4.00 3.46
C 0.44 -0.84 4.61
C -0.48 0.20 3.97
C -1.89 -0.36 3.82
C -0.50 1.46 4.84
O 0.01 0.50 2.67
Si 1.22 1.50 2.22
S 1.56 0.95 0.22
O 0.91 3.09 2.40
C 0.23 4.05 1.60
C -1.12 3.49 1.16
C 0.04 5.28 2.49
C 1.10 4.41 0.39
O 2.44 1.20 3.25
C 3.69 1.85 3.41
C 4.30 2.18 2.05
C 4.58 0.88 4.19
C 3.47 3.13 4.22
H 0.03 -1.15 5.57
H 1.43 -0.41 4.76
H 0.53 -1.70 3.96
H -2.40 -0.34 4.78
H -1.87 -1.38 3.46
H -2.47 0.22 3.10
H -0.88 1.22 5.83
H -1.15 2.21 4.39
H 0.50 1.87 4.93
H -1.71 3.19 2.02
H -0.96 2.62 0.53
H -1.68 4.23 0.59
H -0.57 5.03 3.36
H -0.45 6.08 1.94
H 1.01 5.63 2.84
H 1.32 3.51 -0.18
H 2.04 4.85 0.72
H 0.57 5.12 -0.24
H 4.31 1.29 1.43
H 5.31 2.57 2.17
H 3.68 2.92 1.55
H 4.70 -0.05 3.64
H 4.13 0.66 5.16
H 5.56 1.33 4.35
H 2.70 3.72 3.73
H 4.40 3.71 4.28
H 3.14 2.89 5.23
C 2.86 0.71 -8.08
C 2.08 0.50 -6.81
C 0.81 1.04 -6.65
C 0.08 0.85 -5.49
C -1.28 1.48 -5.42
C 0.60 0.09 -4.43
Te -0.56 0.08 -2.48
N -1.78 0.59 -0.39
C -2.92 0.90 0.17
O -3.41 0.43 1.20
C -3.65 2.04 -0.53
C -4.83 2.50 0.04
C -5.49 3.59 -0.49
C -4.97 4.24 -1.60
C -3.80 3.77 -2.18
C -3.14 2.68 -1.65
C -1.53 -1.69 -3.16
C -0.73 -2.82 -3.29
C -1.30 -4.04 -3.63
C -2.66 -4.13 -3.83
C -3.45 -3.00 -3.69
C -2.90 -1.77 -3.34
C -3.78 -0.60 -3.05
C 1.89 -0.42 -4.58
C 2.54 -1.20 -3.48
C 2.60 -0.23 -5.76
H 2.32 1.37 -8.76
H 3.04 -0.24 -8.59
H 3.83 1.16 -7.86
H 0.38 1.63 -7.45
H -1.48 2.06 -6.32
H -1.35 2.14 -4.56
H -2.05 0.72 -5.32
H -5.21 1.97 0.91
H -6.40 3.95 -0.03
H -5.47 5.10 -2.01
H -3.40 4.26 -3.06
H -2.21 2.33 -2.08
H 0.33 -2.76 -3.09
H -0.68 -4.92 -3.70
H -3.12 -5.08 -4.08
H -4.52 -3.08 -3.84
H -4.74 -0.67 -3.55
H -3.27 0.33 -3.32
H -3.94 -0.55 -1.97
H 2.04 -1.02 -2.52
H 3.58 -0.92 -3.38
H 2.51 -2.27 -3.70
H 3.59 -0.66 -5.85
```

Results
LUMO energy (spin up / spin down) ... 2.375 / 0.490 eV
Multiplicity ... 2
Molecular weight ... 1161.8 g/mol
Charge ... -1
Energy above the lowest of the compared OMol25 structures with the same formula, charge and spin ... 1.378 eV